Record 1
Entry from the Open Molecules 2025 dataset: a molecular structure, C55H47GeMoN7O4 (wB97M-V/def2-TZVPD).

Structure (XYZ):
```
115
Properties=species:S:1:pos:R:3
Mo 0.2958 -0.5725 -0.3444
O 3.9908 0.5182 -6.2267
C 3.4350 -0.5740 -5.9998
O 3.3480 -1.5885 -6.7138
C 2.6692 -0.6477 -4.6547
C 2.5555 0.4667 -3.8450
C 1.8103 0.4297 -2.6734
N 1.2363 -0.7280 -2.2767
C 1.4290 -1.8584 -2.9951
C 2.0770 -1.8201 -4.2197
C 1.0063 -3.2249 -2.4869
C 1.5287 -4.3582 -3.0426
C 1.0895 -5.6352 -2.5511
C 0.1790 -5.7637 -1.5732
C -0.4175 -4.5536 -0.9644
N 0.2150 -3.3419 -1.3837
C 1.5184 1.6897 -1.8400
C 1.3360 2.9161 -2.8200
C 0.3211 3.8700 -2.2838
C -0.2208 3.7194 -1.0833
C 0.0876 2.5647 -0.1445
N 0.5028 1.4016 -0.8852
H 3.0370 1.3564 -4.2118
H 2.1393 -2.6817 -4.8625
H 2.2903 -4.3122 -3.7985
H 1.5285 -6.5257 -2.9856
H -0.1533 -6.7306 -1.2214
H -0.4237 -4.5787 0.1319
H 1.1102 2.6561 -3.8559
H 0.0023 4.6898 -2.9193
H -0.9776 4.4114 -0.7354
H -1.5065 1.4750 0.2155
O -1.8747 -0.1023 -0.1990
C -2.6907 -0.9535 0.5162
C -1.9521 -1.5546 1.7755
C -1.1001 -0.5748 2.5120
C -1.3887 -0.2146 3.8251
C -0.6169 0.7533 4.4386
C 0.4040 1.3506 3.7228
C 0.6507 0.9533 2.4115
C 1.7328 1.6445 1.6177
C 1.2776 2.9268 0.8676
O -1.0788 2.2939 0.5946
C 2.3601 3.4037 -0.0967
C 2.7616 2.4657 -1.2437
C 2.8420 3.2728 -2.5522
C 3.3488 4.6750 -2.4733
C 3.3829 5.2981 -1.3000
C 2.7472 4.6837 -0.1321
C 0.9468 3.9870 1.9193
C 1.9525 4.3665 2.8160
C 1.7325 5.2945 3.8186
C 0.4805 5.8811 3.9572
C -0.5253 5.5234 3.0770
C -0.2979 4.5897 2.0704
N -0.0712 -0.0308 1.8452
C -3.0793 -2.1767 -0.3311
C -3.0349 -2.0055 -1.8794
C -4.1681 -2.5918 -2.6174
C -5.0235 -3.4487 -2.0505
C -4.9420 -3.7684 -0.6283
C -4.0959 -3.1134 0.1741
C -3.9348 -0.1449 0.9120
C -5.2111 -0.4381 0.4442
C -6.3059 0.3474 0.7894
C -6.1471 1.4529 1.6072
C -4.8717 1.7818 2.0509
C -3.7845 1.0003 1.6988
H -1.3018 -2.3459 1.3887
H -2.6722 -1.9978 2.4662
H -2.2275 -0.6813 4.3232
H -0.8177 1.0546 5.4602
H 1.0152 2.1313 4.1536
H 2.1588 0.9229 0.9207
H 2.5233 1.9268 2.3178
H 3.6143 1.8437 -0.9612
H 3.4617 2.7494 -3.2735
H 3.7352 5.1447 -3.3700
H 3.7809 6.3030 -1.2100
H 2.4540 5.3558 0.6634
H 2.9403 3.9345 2.7086
H 2.5401 5.5603 4.4897
H 0.2957 6.6044 4.7418
H -1.5099 5.9646 3.1716
H -1.1113 4.2971 1.4293
H -2.6673 -1.0368 -2.2027
H -4.3099 -2.2856 -3.6464
H -5.8193 -3.8889 -2.6363
H -5.6520 -4.4702 -0.2093
H -4.1656 -3.2433 1.2483
H -5.3646 -1.2758 -0.2236
H -7.2842 0.0915 0.4009
H -6.9988 2.0662 1.8754
H -4.7148 2.6643 2.6584
H -2.8020 1.3174 2.0099
N -0.6325 -2.3322 -0.9400
C -1.9805 -2.7976 -1.1668
N -1.8670 -4.2446 -1.3259
C -2.3952 -4.9464 -2.3221
N -2.8324 -5.6572 -3.1209
C 4.5958 -2.3594 1.7958
Ge 2.6261 -2.2492 1.7999
C 2.1938 -1.5996 3.6089
C 2.0048 -4.1236 1.8146
C 2.0106 -1.3250 0.2483
H 4.9553 -2.9671 2.6285
H 5.0349 -1.3639 1.8744
H 4.9415 -2.8077 0.8639
H 2.6661 -2.2720 4.3286
H 1.1202 -1.5933 3.8004
H 2.5761 -0.5921 3.7782
H 2.6423 -4.7466 2.4457
H 2.0079 -4.5246 0.8008
H 0.9839 -4.1791 2.1981
H 2.7835 -1.5231 -0.5126
```

**LUMO level (alpha / beta)**: 3.84 / 3.84 eV
**<S²>**: 2.04
**2S+1**: 3
**Gap between HOMO and LUMO (alpha / beta)**: 5.4 / 6.1 eV
**HOMO level (alpha / beta)**: -1.56 / -2.29 eV
**Charge**: -2

=====

Record 2
Entry from the Open Molecules 2025 dataset: a molecular structure, C8H16N3O in a non-equilibrium geometry (wB97M-V/def2-TZVPD).

Structure (XYZ):
```
28
Properties=species:S:1:pos:R:3
C 1.5469 1.0266 -0.4315
C 2.4390 0.3914 0.5360
C 0.2738 0.6182 -0.6115
C 3.7308 0.5261 0.3068
C 0.2533 -1.4307 0.2415
C -2.6413 1.5885 0.1537
C -3.8087 -0.4029 -0.8108
C 4.9489 0.3914 0.0753
N -0.4292 -0.3303 0.0410
N -0.2386 -2.4698 0.9472
N -2.9138 0.1454 0.2403
O 5.5801 -0.7403 -0.4515
H 1.9455 1.7190 -1.0568
H 2.0604 0.2968 1.5463
H -0.3993 1.3593 -1.0923
H -2.2055 2.0482 -0.8245
H -3.5096 2.1585 0.4470
H -1.7517 1.7902 0.8619
H -3.1137 -0.7003 -1.6648
H -4.3888 -1.2793 -0.5368
H -4.5701 0.2947 -1.1562
H 5.5931 1.2891 0.3952
H 1.2501 -1.5451 -0.0096
H -1.6466 -0.3134 0.1447
H 0.2894 -3.2667 1.0072
H -1.3003 -2.4325 1.1158
H -3.5771 -0.0409 1.0481
H 6.5829 -0.6912 -0.4615
```

**LUMO level**: -2.85 eV
**Gap between HOMO and LUMO**: 8.7 eV
**HOMO level**: -11.53 eV
**Charge**: +1

=====

Record 3
Entry from the Open Molecules 2025 dataset: a single C4H6N2O molecule (wB97M-V/def2-TZVPD).

Structure (XYZ):
```
13
Properties=species:S:1:pos:R:3
N 1.7881 0.3238 -0.8970
C 0.8632 -0.0467 0.0143
C 1.0602 -0.7083 1.2230
C -0.2749 -0.7900 1.6337
N -1.2297 -0.1363 0.9001
C -0.5704 0.4230 -0.2523
O -1.1079 0.0449 -1.4896
H 1.5011 0.3271 -1.8663
H 2.7436 0.0553 -0.7053
H -0.6462 -1.3420 2.5007
H -2.2034 -0.3947 0.8796
H -0.5741 1.5189 -0.1702
H -1.5409 0.8119 -1.8802
```

**SMILES**: NC1=C=CN[C@@H]1O
**LUMO level**: 0.15 eV
**Gap between HOMO and LUMO**: 7.6 eV
**HOMO level**: -7.43 eV

=====

Record 4
Entry from the Open Molecules 2025 dataset: 2 unconnected molecules or ions with the total composition C4H5ClN2 in a non-equilibrium geometry (wB97M-V/def2-TZVPD).

Structure (XYZ):
```
12
Properties=species:S:1:pos:R:3
C 0.0436 -0.3985 -0.4329
C -0.2139 1.0217 -0.2311
C -0.6559 0.0061 0.7544
C -2.8118 -0.4067 0.3388
N -3.4987 -1.5768 0.8495
N -3.0473 -1.6944 -0.2858
Cl -3.6479 0.9249 -0.3674
H -0.5721 -1.0124 -1.1008
H 1.0176 -0.6954 -0.3167
H 0.6651 1.5318 0.0694
H -0.9850 1.4913 -0.8200
H -0.4498 -0.1443 1.8328
```

**LUMO level**: 0.42 eV
**Gap between HOMO and LUMO**: 10.2 eV
**HOMO level**: -9.77 eV

=====

Going through the records in order, we get total energy values of -4953.385566, -553.545821, -340.667022, -724.908936 Eh.
Going through the records in order, we get ΔE to the lowest compared entry with this formula, charge and spin values of 80.54, 88.28, 80.25, 142.24 kcal per mole.